Entry 1:
Below is a 2-piece molecular cluster, C22H32F2NO2Si2 overall, with properties calculated with the ωB97M-V functional and the def2-TZVPD basis.

The charge is +1. The value obtained for the HOMO energy is -10.57 eV. The spin multiplicity is 1. For the HOMO-LUMO gap, the calculation gives 4.45 eV. The value obtained for the energy above the lowest of the compared OMol25 structures with the same formula, charge and spin is 0.1 kcal per mole.

Element x y z (Å)
C  -0.8026  4.2206  0.6668
Si  -0.0950  2.6997  -0.1452
C  1.1009  3.2027  -1.4803
C  0.6174  1.4769  1.0736
O  -1.1801  1.8948  -1.1936
N  -2.4635  1.4883  -0.8843
O  -2.8865  2.2421  0.2560
Si  -4.3573  2.9942  -0.3144
C  -4.9979  4.1255  1.0054
C  -3.7254  3.8976  -1.8213
C  -5.5076  1.5818  -0.7063
C  -2.3822  0.1358  -0.4008
C  -2.0485  -0.7838  -1.5162
C  -2.5749  -0.1516  0.8989
H  0.0426  4.7692  1.1123
H  -1.2795  4.8946  -0.0560
H  -1.5108  4.0080  1.4758
H  1.9615  3.7423  -1.0639
H  1.4691  2.3231  -2.0242
H  0.6015  3.8590  -2.2067
H  1.4257  1.9768  1.6309
H  -0.1172  1.1180  1.8054
H  1.0523  0.6043  0.5671
H  -5.9227  4.6020  0.6531
H  -5.2401  3.5905  1.9322
H  -4.2928  4.9291  1.2508
H  -4.5605  4.3019  -2.4098
H  -3.0627  4.7324  -1.5585
H  -3.1596  3.2008  -2.4591
H  -6.4598  1.9697  -1.0979
H  -5.0871  0.9070  -1.4657
H  -5.7315  0.9853  0.1885
H  -2.1852  -1.8297  -1.2173
H  -2.7017  -0.5619  -2.3682
H  -1.0184  -0.6294  -1.8629
H  -2.4859  -1.1870  1.2116
H  -2.8112  0.6166  1.6252
F  3.7183  -4.4477  5.6671
C  3.6022  -3.9769  4.3852
C  3.5502  -2.5966  4.1858
C  3.4400  -2.1362  2.8837
C  3.3667  -3.0227  1.7579
C  3.2656  -2.4218  0.4718
C  3.3461  -2.9828  -0.8331
C  3.2839  -2.0672  -1.9365
C  3.3223  -2.4895  -3.2552
C  3.4127  -3.8607  -3.4970
F  3.4350  -4.2951  -4.7965
C  3.4942  -4.8055  -2.4785
C  3.4940  -4.3657  -1.1588
C  3.3867  -4.4219  2.0436
C  3.5395  -4.8956  3.3423
H  3.5987  -1.9083  5.0278
H  3.4111  -1.0607  2.6894
H  3.1661  -1.3330  0.4892
H  3.2151  -0.9997  -1.7113
H  3.2812  -1.7784  -4.0788
H  3.5670  -5.8666  -2.7081
H  3.6178  -5.1037  -0.3777
H  3.2667  -5.1460  1.2483
H  3.5960  -5.9649  3.5383

***

Entry 2:
Below is a 5-piece molecular cluster, C22H46N3O6 overall, with properties calculated with the ωB97M-V functional and the def2-TZVPD basis.

The charge is +1. The value obtained for the HOMO energy is -11.22 eV. The spin multiplicity is 1. For the HOMO-LUMO gap, the calculation gives 7.89 eV. The value obtained for the energy above the lowest of the compared OMol25 structures with the same formula, charge and spin is 0.0 kcal per mole.

Element x y z (Å)
C  5.3397  -1.0868  0.9133
C  5.2076  -0.0646  -0.2266
O  6.4794  0.3239  -0.7168
C  4.3303  1.1413  0.1347
O  3.0083  1.0481  -0.4505
N  2.2958  0.0526  0.1737
C  1.1886  0.4245  1.0699
C  0.7958  -0.9811  1.4957
N  0.9319  -1.6762  0.1800
C  1.8860  -1.0084  -0.5250
N  2.3016  -1.2967  -1.7667
H  6.3235  -1.5528  0.8566
H  4.6017  -1.8907  0.8209
H  5.2251  -0.6329  1.9017
H  4.7134  -0.5467  -1.0743
H  6.8614  1.0349  -0.1880
H  4.7378  2.0697  -0.2670
H  4.2090  1.2354  1.2187
H  1.4107  1.1642  1.8326
H  0.3824  0.8133  0.4341
H  1.5718  -1.3800  2.1569
H  -0.2014  -1.0505  1.9208
H  1.1292  -2.6707  0.2536
H  2.7132  -2.1843  -2.0108
H  2.2666  -0.5809  -2.4753
C  -2.6380  1.0219  -1.2636
C  -2.3432  -0.1536  -2.1938
C  -2.2864  -1.3138  -1.2054
O  -3.1774  -0.9891  -0.1420
C  -3.5663  0.3873  -0.2382
H  -3.0846  1.8810  -1.7586
H  -1.7132  1.3545  -0.7809
H  -3.1635  -0.2990  -2.8982
H  -1.4238  -0.0369  -2.7682
H  -1.2852  -1.4261  -0.7770
H  -2.5823  -2.2632  -1.6536
H  -4.6109  0.4358  -0.5564
H  -3.4818  0.8548  0.7419
C  -8.0005  3.8381  -0.8314
C  -7.1692  3.5597  -2.0822
C  -5.7528  3.6794  -1.5367
O  -5.8054  3.2546  -0.1730
C  -7.1708  3.1542  0.2469
H  -9.0168  3.4522  -0.8855
H  -8.0524  4.9124  -0.6454
H  -7.3548  2.5446  -2.4397
H  -7.3629  4.2498  -2.9015
H  -5.3993  4.7152  -1.5689
H  -5.0381  3.0538  -2.0751
H  -7.4365  2.0957  0.3416
H  -7.2705  3.6241  1.2256
C  -4.9004  0.8846  4.5857
C  -4.6075  -0.4061  3.8215
C  -3.1027  -0.3010  3.6217
O  -2.5898  0.4151  4.7428
C  -3.6712  1.0003  5.4783
H  -5.8287  0.8551  5.1533
H  -4.9488  1.7289  3.8946
H  -4.8477  -1.2742  4.4380
H  -5.1498  -0.4952  2.8814
H  -2.8694  0.2614  2.7098
H  -2.6119  -1.2751  3.5652
H  -3.8049  0.4465  6.4126
H  -3.4116  2.0305  5.7215
C  7.8179  -2.0939  -2.2801
C  8.6488  -3.3297  -2.6177
C  7.5986  -4.4322  -2.5251
O  6.3521  -3.8334  -2.9069
C  6.4993  -2.4170  -2.9640
H  8.2538  -1.1614  -2.6328
H  7.6745  -2.0110  -1.2023
H  9.0396  -3.2572  -3.6341
H  9.4862  -3.4937  -1.9421
H  7.5099  -4.8065  -1.4999
H  7.7970  -5.2768  -3.1840
H  6.5032  -2.0972  -4.0116
H  5.6410  -1.9529  -2.4690

***

Entry 3:
Below is the molecule C5H5P5, with properties calculated with the ωB97M-V functional and the def2-TZVPD basis.

The value obtained for the HOMO energy is -8.21 eV. The spin multiplicity is 1. For the HOMO-LUMO gap, the calculation gives 6.46 eV. Its structure (SMILES) is C1=C[C@@H]2P=P#P=P#P2C=C1. The value obtained for the energy above the lowest of the compared OMol25 structures with the same formula, charge and spin is 0.0 kcal per mole.

Element x y z (Å)
C  -0.8872  0.2856  -0.0909
C  -0.1044  0.9664  -0.9272
C  1.2891  0.5767  -1.2964
P  1.5607  0.8025  -3.1511
P  3.5132  0.2794  -3.4823
P  4.6407  0.0411  -1.6412
P  3.6351  -1.0250  -0.1942
P  1.6641  -1.2548  -1.0810
C  0.6531  -1.5793  0.3755
C  -0.4799  -0.9112  0.6198
H  -1.8707  0.6733  0.1390
H  -0.4373  1.9044  -1.3544
H  1.9890  1.2109  -0.7242
H  0.9244  -2.4605  0.9425
H  -1.1334  -1.2348  1.4186

***

Entry 4:
Below is a 22-piece molecular cluster, C11H66NO21 overall, with properties calculated with the ωB97M-V functional and the def2-TZVPD basis.

The charge is +1. The value obtained for the HOMO energy is -12.04 eV. The spin multiplicity is 1. For the HOMO-LUMO gap, the calculation gives 9.16 eV. The value obtained for the energy above the lowest of the compared OMol25 structures with the same formula, charge and spin is 22.5 kcal per mole.

Element x y z (Å)
C  -2.4208  0.2854  -3.5595
C  -1.9190  -1.0113  -2.9037
C  -1.5234  -0.6934  -1.4295
C  -0.2197  0.1887  -1.2938
N  0.0738  0.6578  0.1360
C  -0.9623  1.7419  0.4310
C  -0.1810  2.7615  1.2309
C  1.3061  2.4596  1.2591
C  1.4065  1.2615  0.3429
C  -0.2217  -0.4601  1.2044
C  0.8160  -1.6343  1.1202
C  0.4248  -2.7122  2.1299
H  -3.3250  0.7459  -3.1512
H  -2.9344  0.1364  -4.5766
H  -1.6078  1.0792  -3.7626
H  -1.2012  -1.6603  -3.4623
H  -2.6953  -1.7695  -2.8493
H  -1.4896  -1.6584  -0.8868
H  -2.1820  -0.2623  -0.7433
H  -0.2709  0.9687  -2.0401
H  0.5064  -0.4432  -1.6170
H  -1.9962  1.4547  0.9790
H  -1.4512  2.5296  -0.2552
H  -0.5246  2.9094  2.3393
H  -0.3879  3.6632  0.7798
H  1.6174  2.1801  2.2084
H  1.8998  3.1750  0.9278
H  2.1760  0.7662  0.6425
H  1.6778  1.5768  -0.5351
H  -1.2101  -0.8459  1.3373
H  -0.1340  -0.0397  2.1992
H  1.7735  -1.2178  1.6707
H  0.9362  -1.9788  0.1516
H  -0.4347  -3.1796  2.3075
H  0.4411  -2.1865  3.0461
H  1.2459  -3.3487  2.1147
O  0.3304  3.0498  -5.4405
H  0.3989  1.9515  -5.1646
H  0.9461  3.3730  -6.0059
O  -0.9228  -5.6251  4.0040
H  -1.0650  -5.6592  2.9676
H  -0.0259  -5.6697  4.0927
O  0.7215  0.2790  -4.8721
H  0.0614  -0.3489  -5.0786
H  1.3847  -0.0553  -5.5521
O  2.4146  5.6252  0.0906
H  2.7837  6.6006  0.1406
H  1.6684  5.6731  0.7375
O  4.6363  -3.1375  1.0571
H  5.4825  -2.6694  1.1362
H  4.2935  -2.6220  1.7713
O  0.1031  -4.1023  -2.5331
H  -0.6143  -4.0088  -1.7820
H  0.4554  -5.1079  -2.7910
O  -4.3233  -0.6537  0.4232
H  -4.9157  -0.0974  0.9889
H  -4.7478  -1.5472  0.2493
O  -1.8142  -4.3900  -4.7345
H  -1.4048  -4.5896  -3.9657
H  -2.6926  -4.2032  -4.3381
O  -1.3969  0.0748  4.7864
H  -2.0765  -0.5282  4.2924
H  -1.4248  -0.4102  5.7126
O  3.5594  5.1147  2.6070
H  3.7304  4.9261  1.7508
H  4.3437  5.1131  3.1341
O  -1.8087  -5.5839  1.4524
H  -1.4314  -6.5790  1.3052
H  -1.9062  -4.9115  0.6971
O  -3.0678  -1.0382  2.9857
H  -3.2828  -1.0383  2.0553
H  -3.9193  -1.2480  3.5327
O  2.9154  2.4647  4.4563
H  2.9888  3.3295  4.7656
H  3.5998  2.0510  3.9024
O  -3.6384  3.3349  1.5344
H  -4.3229  3.2711  0.9362
H  -3.2004  4.1136  1.6833
O  1.6025  0.0616  4.1306
H  2.1499  0.8387  4.3265
H  0.8519  0.1873  4.6425
O  3.8609  -1.4660  3.4356
H  4.4228  -1.4572  4.2542
H  3.0508  -1.1680  3.7382
O  -1.2548  3.9596  -2.9883
H  -0.3883  4.3306  -2.5143
H  -0.8879  3.5308  -3.8965
O  1.5659  4.4360  -2.3888
H  1.9813  4.7423  -1.6204
H  2.2215  3.8077  -2.9485
O  -0.3879  -2.2608  -5.8509
H  -0.6154  -2.8783  -5.1036
H  -1.2210  -2.1396  -6.4188
O  -2.5651  -4.1678  -0.8788
H  -3.4039  -3.8094  -0.6607
H  -2.8226  -5.0300  -1.2724
O  4.2310  2.7419  0.2120
H  3.7196  3.5334  0.0559
H  4.0650  2.2463  -0.7364

***

Entry 5:
Below is the molecule C4H5N3, with properties calculated with the ωB97M-V functional and the def2-TZVPD basis.

The value obtained for the HOMO energy is -7.90 eV. The spin multiplicity is 1. For the HOMO-LUMO gap, the calculation gives 8.63 eV. Its structure (SMILES) is N=C=C1CN=CN1. The value obtained for the energy above the lowest of the compared OMol25 structures with the same formula, charge and spin is 59.5 kcal per mole.

Element x y z (Å)
N  2.7813  -0.8546  -0.1016
C  1.6156  -0.5606  0.1874
C  0.3740  -0.1628  0.1782
C  -0.8638  -0.9261  -0.2613
N  -1.9402  0.0674  -0.1831
C  -1.4173  1.1514  0.2350
N  -0.0447  1.1690  0.4172
H  2.9009  -0.6026  -1.0880
H  -0.7568  -1.3082  -1.2864
H  -1.0871  -1.7839  0.3824
H  -1.9739  2.0647  0.4138
H  0.4120  1.7464  1.1064

***

Q: What is the formula in the fourth record?
A: C11H66NO21

***

Q: The highest HOMO belongs to which entry?
A: C4H5N3